A gas-phase ion, C6H12N (charge +1) in a non-equilibrium geometry. Source: OMol25; level of theory: ωB97M-V/def2-TZVPD.

The value obtained for the frontier orbital gap is 6.86 eV. The value obtained for the highest occupied orbital energy is -13.14 eV. The total charge is +1.

```
19
Properties=species:S:1:pos:R:3:forces:R:3
C -0.77865 -0.81136 1.53744 -3.6 1.6 -0.8
C -1.05460 0.47548 0.52110 1.3 -2.0 0.6
C 0.16943 0.60651 -0.41280 1.0 2.5 0.9
C 0.23261 1.79046 -1.30208 1.0 3.4 -1.8
C 1.74046 -0.55634 -1.25043 -0.1 2.2 -0.2
C 1.37831 0.04761 -0.04482 -0.1 -0.2 -1.0
N -1.43757 -2.02069 1.00624 0.1 2.3 0.6
H 0.28419 -0.78267 1.61483 0.5 -0.8 0.7
H -1.26957 -0.55042 2.48944 0.5 0.0 -0.3
H -1.96630 0.36865 -0.12381 0.6 0.3 0.9
H -0.99594 1.39036 1.16290 -0.4 -0.4 -0.7
H 1.29495 2.28571 -1.56697 -2.1 -1.7 0.7
H -0.29241 1.71886 -2.23482 -0.2 -0.5 -0.7
H 1.53042 -1.55124 -1.50955 1.0 -1.7 0.3
H 2.25084 0.09810 -1.96529 -1.5 0.1 -0.7
H 1.79053 -0.10433 0.88425 0.1 -1.6 2.3
H -0.76704 -2.41210 0.43277 1.1 -1.7 -1.6
H -0.31613 2.70616 -0.88976 0.6 -1.6 0.3
H -1.79354 -2.69877 1.65136 0.1 0.0 0.6
```
Forces are in eV/Å.